1.
C18H26Cl3O7Sr | ωB97M-V/def2-TZVPD

Output
energy above the lowest of the compared OMol25 structures with the same formula, charge and spin: 28.3 kJ/mol
strongest force on any atom: 0.008 Eh/bohr
Kohn-Sham gap: 0.2722 Eh
E_LUMO: -0.0823 Eh
net charge: +1
HOMO: -0.355 hartree

Structure (XYZ):
```
55
Properties=species:S:1:pos:R:3:forces:R:3
Sr 0.041 -0.354 0.300 0.0 -0.1 0.0
C 0.647 0.834 -3.102 0.0 0.0 -0.1
C 1.578 1.450 -2.079 0.1 0.0 0.0
O 1.978 0.465 -1.130 0.0 0.0 0.1
C 3.067 -0.377 -1.485 0.0 0.1 -0.1
C 3.235 -1.365 -0.353 0.0 -0.2 0.0
O 2.019 -2.071 -0.088 -0.2 0.2 -0.1
C 1.739 -3.233 -0.870 0.1 0.0 0.0
C 0.421 -3.087 -1.601 -0.2 0.0 0.0
O -0.569 -2.710 -0.646 0.0 0.0 0.2
C -1.923 -2.789 -1.082 0.2 0.0 -0.1
C -2.806 -2.406 0.085 -0.1 0.1 0.0
O -2.477 -1.093 0.553 0.1 0.0 -0.2
C -3.490 -0.094 0.392 -0.1 -0.1 0.0
C -2.838 1.265 0.537 -0.1 0.1 -0.1
O -1.770 1.405 -0.391 0.2 0.0 0.1
C -2.035 1.911 -1.686 0.0 0.0 0.0
C -1.741 0.819 -2.695 0.0 -0.1 0.0
O -0.470 0.208 -2.455 0.1 0.1 0.0
H 1.166 0.056 -3.667 0.0 0.0 0.0
H 0.308 1.587 -3.816 0.0 0.0 0.0
H 1.082 2.232 -1.500 0.0 0.0 0.0
H 2.456 1.896 -2.554 0.0 0.0 -0.1
H 3.980 0.216 -1.601 0.0 0.0 0.0
H 2.868 -0.889 -2.434 0.0 0.0 0.0
H 3.479 -0.844 0.573 0.0 0.0 0.0
H 4.035 -2.074 -0.578 0.0 0.1 0.0
H 1.699 -4.082 -0.186 0.0 0.0 0.0
H 2.535 -3.409 -1.597 0.0 0.0 0.0
H 0.151 -4.046 -2.055 0.0 0.0 0.0
H 0.478 -2.325 -2.388 0.0 0.0 0.0
H -2.144 -3.811 -1.406 -0.1 0.0 0.0
H -2.076 -2.111 -1.930 0.0 0.0 0.0
H -2.666 -3.097 0.917 0.0 0.0 0.0
H -3.853 -2.447 -0.224 0.0 0.0 0.0
H -4.267 -0.226 1.150 0.0 0.0 0.0
H -3.947 -0.199 -0.598 0.0 0.0 0.0
H -2.393 1.398 1.525 0.0 -0.1 0.0
H -3.577 2.057 0.390 0.0 0.0 0.0
H -1.396 2.785 -1.837 0.0 0.0 0.0
H -3.074 2.238 -1.783 0.0 0.0 0.0
H -1.794 1.196 -3.719 0.0 0.0 0.0
H -2.476 0.018 -2.594 0.0 0.0 0.0
Cl 2.241 2.869 7.018 0.0 0.0 0.0
C 1.688 2.438 5.429 0.0 -0.1 0.1
C 1.851 1.136 4.981 -0.1 0.2 0.0
C 1.400 0.839 3.713 0.0 -0.3 -0.1
Cl 1.575 -0.816 3.116 0.0 0.2 0.0
C 0.789 1.754 2.835 0.1 -0.2 0.1
O 0.391 1.399 1.656 -0.1 0.4 0.2
C 0.647 3.049 3.366 0.0 0.1 -0.1
Cl -0.120 4.246 2.367 0.0 0.0 0.0
C 1.086 3.395 4.630 0.0 0.0 0.0
H 2.313 0.386 5.605 0.0 0.0 0.0
H 0.959 4.405 4.992 0.0 0.0 0.0
```
Forces are in eV/Å.

natural (NBO) population analysis, charges in e, atoms 1 to 4:
1. Sr 1.8089
2. C -0.0998
3. C -0.1003
4. O -0.6013

---

2.
C18H26ClF9NO10S | ωB97M-V/def2-TZVPD

Output
energy above the lowest of the compared OMol25 structures with the same formula, charge and spin: 0.0 kJ/mol
strongest force on any atom: 0.024 Eh/bohr
Kohn-Sham gap: 0.2591 Eh
E_LUMO: 0.0679 Eh
net charge: -1
HOMO: -0.191 hartree

Structure (XYZ):
```
66
Properties=species:S:1:pos:R:3:forces:R:3
C 7.670 -3.971 -4.111 -0.5 0.3 -0.1
C 6.263 -4.217 -4.670 0.5 -0.1 0.3
C 5.173 -3.756 -3.711 0.0 0.0 -1.2
Cl 5.256 -4.752 -2.232 -0.1 0.2 0.3
C 3.790 -3.804 -4.397 -0.4 -0.7 0.8
N 2.821 -2.840 -3.865 0.9 0.7 -0.4
S 3.118 -1.230 -3.981 -0.8 0.2 0.4
C 4.542 -0.968 -5.023 0.1 0.3 0.0
O 3.409 -0.692 -2.670 0.3 0.0 0.1
O 2.015 -0.586 -4.652 0.0 -0.1 -0.5
C 3.169 -5.235 -4.199 -0.9 -0.4 0.5
O 3.766 -6.138 -4.803 0.3 0.0 -0.3
O 2.176 -5.295 -3.441 0.6 0.2 -0.3
H 8.404 -3.883 -4.907 0.1 -0.2 -0.1
H 7.948 -4.751 -3.413 0.2 -0.1 0.1
H 7.663 -3.025 -3.568 0.2 0.1 0.1
H 6.161 -3.684 -5.616 -0.2 0.1 -0.1
H 6.107 -5.270 -4.883 -0.1 -0.1 -0.1
H 5.398 -2.735 -3.413 0.0 0.0 0.3
H 3.895 -3.692 -5.469 0.0 0.2 -0.1
H 2.587 -3.056 -2.899 -0.2 -0.3 0.0
H 5.332 -0.599 -4.380 0.2 -0.2 0.1
H 4.850 -1.836 -5.587 0.0 -0.1 0.0
H 4.257 -0.168 -5.697 -0.1 0.0 -0.1
C -0.055 0.817 -2.699 -0.3 0.0 0.1
C 0.505 1.969 -1.904 0.3 -0.1 -0.4
O -0.439 2.463 -0.912 0.0 0.1 0.0
C -0.510 1.807 0.225 0.2 0.0 -0.2
O 0.107 0.845 0.565 0.0 -0.1 0.2
C -1.522 2.516 1.144 -0.3 0.1 0.2
F -2.642 2.852 0.494 0.0 -0.1 0.0
F -0.998 3.658 1.630 0.1 -0.1 -0.1
F -1.863 1.744 2.181 0.2 0.1 -0.2
H -1.009 1.091 -3.155 0.1 0.1 0.0
H 0.653 0.545 -3.484 -0.1 0.0 0.1
H -0.225 -0.055 -2.068 0.1 0.0 0.0
H 0.694 2.824 -2.549 -0.1 0.1 0.1
H 1.441 1.700 -1.417 -0.1 -0.1 0.2
C -4.749 0.824 1.809 0.0 -0.3 0.1
C -6.062 0.089 1.659 -0.1 0.5 0.1
O -5.862 -1.256 1.181 0.0 -0.1 -0.1
C -5.527 -2.151 2.097 -0.1 0.2 -0.1
O -5.379 -1.961 3.266 0.0 -0.1 0.1
C -5.397 -3.538 1.439 0.1 -0.1 0.0
F -4.713 -3.472 0.297 0.0 0.0 0.0
F -6.620 -4.022 1.171 0.0 0.0 0.0
F -4.783 -4.384 2.257 0.0 0.0 0.0
H -4.195 0.814 0.873 -0.1 0.1 -0.1
H -4.932 1.859 2.098 0.0 0.0 0.0
H -4.124 0.359 2.569 0.0 0.0 0.1
H -6.686 0.568 0.908 0.0 -0.1 -0.1
H -6.620 0.065 2.594 0.1 -0.1 0.0
C -2.146 3.820 4.572 -0.4 0.0 0.5
C -1.535 4.988 5.310 0.3 -0.1 -0.4
O -2.449 5.541 6.284 0.0 0.1 0.0
C -2.512 4.915 7.446 0.1 0.0 -0.2
O -1.896 3.950 7.783 0.0 -0.1 0.1
C -3.498 5.652 8.372 -0.1 0.0 0.1
F -4.625 5.975 7.728 0.0 0.0 0.0
F -2.939 6.784 8.823 0.0 0.0 0.0
F -3.814 4.897 9.417 0.0 0.0 0.0
H -3.094 4.109 4.115 0.1 0.1 -0.1
H -1.479 3.475 3.798 0.2 0.0 0.0
H -2.346 2.990 5.249 0.1 0.0 0.0
H -1.323 5.805 4.624 -0.1 0.1 0.1
H -0.601 4.713 5.797 -0.1 0.0 0.2
```
Forces are in eV/Å.

natural (NBO) population analysis, charges in e, atoms 1 to 4:
1. C -0.6083
2. C -0.4257
3. C -0.1858
4. Cl -0.0572

---

3.
C18H26F2N2O3 | ωB97M-V/def2-TZVPD

Output
energy above the lowest of the compared OMol25 structures with the same formula, charge and spin: 0.0 kJ/mol
strongest force on any atom: 0.028 Eh/bohr
Kohn-Sham gap: 0.3383 Eh
E_LUMO: 0.0157 Eh
HOMO: -0.323 hartree

Structure (XYZ):
```
51
Properties=species:S:1:pos:R:3:forces:R:3
C 2.292 -0.751 2.816 0.2 0.0 0.0
O 0.979 -0.835 3.323 -0.5 0.0 -0.1
C -0.049 -0.317 2.583 0.0 -0.1 0.1
C 0.094 0.130 1.276 0.0 0.0 0.1
C -0.993 0.614 0.553 -0.3 -0.1 0.3
C -0.917 1.099 -0.862 0.2 0.2 0.0
O -1.909 1.504 -1.443 -0.3 0.0 -0.1
N 0.306 1.103 -1.436 0.2 0.0 0.0
C 0.485 1.357 -2.843 0.0 0.0 -0.2
C 1.032 0.090 -3.544 -0.1 0.1 0.0
N 2.183 -0.351 -2.720 0.1 -0.1 0.0
C 2.555 -1.751 -2.803 -0.1 0.0 0.1
C 3.372 0.473 -2.848 0.0 -0.1 0.0
C -0.062 -0.992 -3.549 -0.1 0.2 0.1
C -1.275 -0.614 -4.397 0.1 -0.2 -0.1
C -0.849 -0.328 -5.832 -0.1 0.2 0.1
C 0.207 0.770 -5.864 0.1 -0.2 -0.1
C 1.414 0.403 -5.003 -0.1 0.1 0.2
C -2.244 0.646 1.159 0.2 0.0 -0.2
C -2.399 0.222 2.461 0.3 -0.1 0.2
C -1.315 -0.253 3.184 0.0 0.1 0.0
O -1.604 -0.666 4.476 -0.2 0.1 -0.6
C -0.651 -0.693 5.435 1.1 -0.5 0.8
F -0.015 0.499 5.554 0.0 0.3 -0.2
F -1.288 -0.892 6.602 -0.3 -0.1 0.1
H 2.568 0.283 2.591 0.0 0.0 0.0
H 2.933 -1.128 3.611 0.0 0.0 -0.1
H 2.418 -1.374 1.925 0.0 0.0 0.0
H 1.072 0.087 0.826 0.1 0.0 0.0
H 1.079 0.601 -1.027 -0.1 -0.1 0.0
H -0.484 1.648 -3.243 0.1 0.1 0.0
H 1.174 2.197 -2.976 -0.1 0.0 -0.1
H 2.809 -2.080 -3.820 0.0 0.0 0.0
H 1.759 -2.380 -2.411 0.0 -0.1 -0.1
H 3.434 -1.902 -2.176 0.0 0.0 0.0
H 3.116 1.528 -2.818 0.0 0.1 0.0
H 4.025 0.263 -1.999 0.1 0.1 0.0
H 3.940 0.274 -3.768 0.0 0.1 0.0
H 0.348 -1.911 -3.969 0.0 -0.1 0.1
H -0.379 -1.192 -2.524 0.1 -0.1 0.1
H -1.790 0.248 -3.974 -0.1 0.0 0.0
H -1.981 -1.448 -4.381 0.0 0.0 0.1
H -1.714 -0.028 -6.427 0.0 -0.1 -0.1
H -0.438 -1.238 -6.276 0.0 -0.1 -0.1
H -0.228 1.706 -5.509 0.0 0.1 0.0
H 0.541 0.932 -6.891 0.0 0.1 0.0
H 2.132 1.224 -5.033 0.1 0.0 0.0
H 1.897 -0.481 -5.429 0.1 0.0 0.0
H -3.080 1.020 0.589 -0.1 0.0 0.0
H -3.358 0.252 2.952 -0.1 0.0 0.1
H 0.120 -1.475 5.327 -0.4 0.3 -0.1
```
Forces are in eV/Å.

natural (NBO) population analysis, charges in e, atoms 1 to 4:
1. C -0.2522
2. O -0.5231
3. C 0.3086
4. C -0.2742